Below is the molecule C4H6BrClO at a distorted geometry, with properties calculated with ωB97M-V/def2-TZVPD.

Structure (XYZ):
```
13
Properties=species:S:1:pos:R:3:forces:R:3
Br -2.0937 -1.4032 -0.2326 1.4 1.0 0.6
Cl -2.0479 1.5784 0.6025 1.3 -1.3 0.1
O -0.2005 1.5184 -1.4402 -0.1 0.5 0.0
C 0.9957 -0.4387 -1.4260 0.3 0.0 0.9
C -0.7722 0.1993 0.3472 -4.5 -0.9 0.6
C -0.0582 -0.0159 1.6070 0.6 1.0 0.2
C -0.0213 0.4796 -0.8510 1.1 1.2 -2.7
H 0.8020 -0.6600 1.6729 0.2 -0.5 -0.7
H 1.3650 0.0288 -2.3556 -0.2 -0.9 0.4
H -0.7098 -0.2334 2.4128 -0.7 -0.2 0.7
H 0.6672 -1.4507 -1.3543 -0.8 -0.9 -1.3
H 0.3045 1.0044 1.7166 0.4 0.2 0.8
H 1.7690 -0.6070 -0.6992 1.1 0.8 0.4
```
Forces are in eV/Å.

The calculation puts the calculated total energy at -3265.4179 hartree. For the highest occupied orbital energy, the calculation gives -10.20 eV. The spin multiplicity is 1. The SMILES is CC(=O)[C@@](C)(Cl)Br.



Below is a cluster of 2 separate species, C4H6BrN in total at a distorted geometry, with properties calculated with ωB97M-V/def2-TZVPD.

Structure (XYZ):
```
12
Properties=species:S:1:pos:R:3:forces:R:3
Br -0.5390 2.5623 -0.7448 -0.4 0.2 -0.1
N -2.2724 1.1606 1.8576 -2.3 0.8 -0.3
C 0.9890 -1.4020 -0.7220 -2.5 3.4 4.9
C -1.2348 0.7566 2.0291 2.7 -0.9 1.0
C 0.5912 0.0509 -0.8480 2.6 0.6 -1.2
C -0.5508 0.6852 -0.6958 0.5 -0.7 0.0
H 1.5007 0.6889 -0.9734 -0.8 -0.3 -0.1
H 0.0953 -1.9648 -0.7158 -0.9 -1.0 0.6
H 1.4769 -1.2666 0.3234 -0.6 -1.4 -1.5
H -0.2368 0.4041 2.2492 -0.5 0.2 -0.2
H 1.6133 -1.8325 -1.3612 2.9 -1.1 -2.9
H -1.4325 0.1574 -0.3983 -0.7 0.2 -0.3
```
Forces are in eV/Å.

The calculation puts the calculated total energy at -2784.6984 hartree. For the highest occupied orbital energy, the calculation gives -9.25 eV. The spin multiplicity is 1. The SMILES is C/C=C/Br.C#N.



Below is a cluster of 2 separate species, C4H6BrN in total at a distorted geometry, with properties calculated with ωB97M-V/def2-TZVPD.

Structure (XYZ):
```
12
Properties=species:S:1:pos:R:3:forces:R:3
Br -2.4835 -1.4245 -0.1915 -0.8 0.3 -0.3
N -0.1185 2.2868 -0.2779 -0.4 0.5 -0.1
C -1.2526 2.3185 -0.4458 2.7 -0.1 0.5
C 1.6667 -0.4916 0.1246 -1.8 0.4 1.6
C 0.1791 -0.5491 -0.2004 0.2 0.5 0.3
C -0.7790 -1.0993 0.5057 0.1 0.7 -2.6
H -0.7111 -1.5085 1.4099 0.6 -1.6 3.5
H 1.9032 -0.9629 1.1015 -0.5 1.0 0.1
H -0.1939 -0.0306 -1.0704 0.6 -0.3 -0.6
H 2.0482 -1.2826 -0.4563 1.3 -0.1 -1.7
H -2.2528 2.1737 -0.5411 -2.4 -0.1 -0.3
H 1.9940 0.5701 0.0417 0.4 -1.2 -0.2
```
Forces are in eV/Å.

The calculation puts the calculated total energy at -2784.7042 hartree. For the highest occupied orbital energy, the calculation gives -9.14 eV. The spin multiplicity is 1. The SMILES is C/C=C/Br.C#N.